ORCA calculation (wB97M-V/def2-TZVPD) on a 8-piece molecular cluster, C5H28N2O7S overall at a distorted geometry.

Properties
Kohn-Sham gap	8.15	eV
E_LUMO	0.01	eV
energy above the lowest of the compared OMol25 structures with the same formula, charge and spin	5.0	kcal per mole
DFT total energy	-33787.185	eV
max |F|	2.16	eV/A
charge	0
E_HOMO	-8.149	eV
SMILES	NCNCCCCS.O.O.O.O.O.O.O

XYZ file:
```
43
Properties=species:S:1:pos:R:3:forces:R:3
C -1.1021 0.9437 -2.0605 0.785 -0.899 -0.115
N -0.3147 2.1581 -1.8898 0.415 0.160 0.243
C -1.0534 3.3807 -1.8868 -1.369 0.758 -1.251
N -2.1440 3.5737 -0.9471 0.250 0.571 0.495
C -1.3785 0.1524 -0.7731 -1.056 1.849 0.377
C -2.4285 -0.9412 -0.9446 0.654 0.207 -0.800
C -1.7475 -2.2378 -1.4150 -0.814 -0.139 1.010
S -1.2604 -3.2813 0.0303 -0.280 -0.010 -0.404
H -2.0241 1.1667 -2.5970 -0.084 0.145 0.080
H -0.5123 0.2748 -2.6989 -0.182 0.012 -0.249
H 0.3009 2.0758 -1.0909 -0.014 0.012 0.048
H -1.4946 3.5018 -2.8866 -0.257 -0.397 0.076
H -0.4684 4.3039 -1.8998 0.822 -0.488 0.659
H -1.8737 3.4227 0.0112 -0.137 -0.135 0.036
H -3.0717 3.2459 -1.1520 0.204 -0.366 -0.176
H -1.7943 0.8828 -0.0664 0.094 -0.060 0.006
H -0.4248 -0.1439 -0.3460 0.004 -0.544 -0.003
H -3.0436 -0.9897 -0.0514 0.241 -0.675 0.286
H -3.1464 -0.6167 -1.7078 0.164 0.034 -0.196
H -0.8510 -2.0117 -1.9797 0.045 -0.077 -0.098
H -2.4291 -2.8419 -2.0118 0.109 -0.110 -0.009
H -0.0014 -2.8755 0.0912 0.178 0.060 0.135
H -1.4586 1.9700 2.1504 0.083 -0.383 0.162
H -0.3549 3.0272 2.3928 -0.089 -0.032 -0.030
O -0.5198 2.1534 2.0229 0.329 0.490 -0.139
H 1.6164 -2.1381 -0.5222 0.584 0.334 -0.066
H 2.1130 -0.8792 -1.3053 0.140 -0.112 0.291
O 1.4021 -1.5273 -1.2358 -0.414 0.012 -0.534
H -2.2877 -0.8846 3.0488 0.013 -0.080 -0.117
H -0.9708 -0.6037 2.2935 -0.119 -0.004 0.169
O -1.8029 -0.1996 2.5815 -0.341 0.048 0.017
H 0.7651 0.7055 2.2430 -0.223 0.086 0.377
H 1.4449 -0.2882 3.2802 -0.202 0.372 0.162
O 0.9372 -0.2251 2.4661 0.532 -0.284 -0.456
H 4.3652 0.5796 -0.5887 0.149 0.165 -0.106
H 3.7363 1.2643 -1.8516 0.209 -0.051 -0.015
O 3.5496 0.9077 -0.9798 -0.488 -0.127 0.042
H 3.6574 1.1654 1.9735 0.101 -0.028 -0.141
H 3.4200 -0.1732 1.2721 0.213 0.181 -0.225
O 4.0890 0.3340 1.7467 0.106 0.108 0.277
H 2.2076 -1.2164 1.5894 -0.797 -0.597 -0.075
H 3.3216 -2.2296 1.7796 -0.005 -0.278 -0.163
O 2.5818 -2.0277 1.1936 0.447 0.274 0.416
```
Positions in Å, forces in eV/Å.

ORCA calculation (wB97M-V/def2-TZVPD) on C23H19F5IrN4O5S2Te as an isolated structure.

Properties
Kohn-Sham gap (spin up / spin down)	6.36 / 5.63	eV
E_LUMO (spin up / spin down)	-3.68 / -6.03	eV
DFT total energy	-85740.157	eV
2S+1	5
max |F|	0.55	eV/A
charge	+1
E_HOMO (spin up / spin down)	-10.047 / -11.657	eV

XYZ file:
```
60
Properties=species:S:1:pos:R:3:forces:R:3
Ir 0.3577 -1.1487 -0.3318 -0.276 -0.092 -0.465
O -5.4137 0.8102 -4.8934 0.052 0.009 0.084
C -5.7143 -0.0038 -3.8598 -0.012 0.029 -0.099
O -6.8371 -0.3746 -3.6813 0.004 -0.029 0.012
C -4.5802 -0.4068 -2.9663 -0.019 0.034 -0.003
C -4.6622 -1.6407 -2.3318 0.001 -0.033 0.052
C -3.6622 -2.0584 -1.4748 -0.021 -0.080 -0.135
C -2.5688 -1.2276 -1.2201 0.035 -0.111 0.108
C -2.5053 0.0191 -1.8263 -0.040 0.120 -0.031
C -3.4939 0.4188 -2.7079 0.043 -0.005 0.001
N -1.5426 -1.6239 -0.3318 0.095 -0.072 0.065
C -1.8595 -2.5026 0.7048 -0.144 0.095 -0.044
C -0.8813 -2.7940 1.6421 0.035 -0.045 0.022
C -1.0452 -3.6590 2.7467 -0.038 0.033 -0.015
C 0.0209 -3.9063 3.5675 0.072 0.012 0.011
C 1.2561 -3.2969 3.2984 -0.020 -0.018 0.032
C 1.3682 -2.4566 2.2125 -0.095 0.064 0.016
N 0.3317 -2.1940 1.4083 0.132 -0.182 0.096
H -4.4586 0.9262 -4.9752 -0.036 -0.019 -0.024
H -5.5175 -2.2732 -2.5272 -0.002 0.004 -0.008
H -3.7223 -3.0505 -1.0492 0.009 0.009 0.000
H -1.7080 0.6979 -1.5709 0.114 -0.004 -0.083
H -3.4164 1.4010 -3.1578 -0.019 0.015 -0.010
H -2.8618 -2.8907 0.8031 0.012 0.009 -0.032
H -2.0098 -4.1170 2.9151 0.003 -0.007 0.001
H -0.0826 -4.5734 4.4120 -0.004 0.005 0.006
H 2.1204 -3.4782 3.9193 -0.001 -0.003 0.003
H 2.3036 -1.9751 1.9661 0.014 -0.014 -0.022
O 4.8363 -0.8394 -0.7625 -0.070 0.010 0.014
C 5.0204 0.2141 0.0302 -0.044 -0.068 -0.040
C 6.3367 0.6469 0.1948 0.060 0.058 0.022
C 6.6086 1.7352 0.9858 0.028 0.010 0.010
C 5.5849 2.4410 1.6420 0.049 -0.001 -0.017
C 4.2931 2.0313 1.4957 -0.082 -0.096 -0.067
C 3.9725 0.9004 0.6965 0.146 0.147 0.099
C 2.6175 0.4761 0.5737 -0.128 0.005 -0.038
O 2.3108 -0.5950 -0.0519 0.043 0.045 0.090
N 1.6495 1.2509 1.1685 0.032 -0.143 -0.076
N 0.4395 0.7816 0.9676 0.098 0.187 0.056
C -0.5200 1.5535 1.4857 0.099 -0.097 -0.113
S -2.1500 1.0665 1.3486 -0.037 -0.039 0.055
C -2.8104 2.6815 1.8452 -0.013 -0.002 0.023
C -1.8623 3.2652 2.8710 -0.037 0.030 -0.007
S -0.1674 3.0386 2.2614 0.036 0.007 -0.001
H 3.8868 -1.0193 -0.8632 0.053 0.005 0.015
H 7.1177 0.1081 -0.3227 0.003 0.001 0.000
H 7.6352 2.0582 1.1012 -0.003 0.002 -0.005
H 5.8215 3.3008 2.2517 0.006 -0.002 0.003
H 3.4898 2.5589 1.9878 -0.013 -0.013 0.000
H -3.8079 2.5203 2.2500 0.003 0.019 0.009
H -2.8760 3.2994 0.9502 -0.013 0.016 0.005
H -1.9476 2.7648 3.8351 -0.009 0.006 0.000
H -2.0246 4.3335 3.0040 -0.006 -0.001 0.003
F 1.4872 2.5428 -3.7880 0.094 0.050 -0.069
Te 1.0365 0.9027 -3.0860 -0.099 -0.003 -0.037
F 2.6623 0.9845 -2.1956 0.243 -0.019 0.106
F 0.2973 1.8743 -1.6713 -0.170 0.244 0.220
F -0.5255 1.0770 -4.0468 -0.273 -0.001 -0.141
F 1.8779 0.1060 -4.5060 0.023 -0.132 -0.160
O 0.4946 -0.6816 -2.3427 0.088 0.047 0.501
```
Positions in Å, forces in eV/Å.

ORCA calculation (wB97M-V/def2-TZVPD) on a 11-piece molecular cluster, C74H64BrF10N2O3 overall at a distorted geometry.

Properties
Kohn-Sham gap	5.99	eV
E_LUMO	1.00	eV
DFT total energy	-184102.780	eV
max |F|	8.12	eV/A
charge	-1
E_HOMO	-4.995	eV

XYZ file:
```
154
Properties=species:S:1:pos:R:3:forces:R:3
C 7.2180 -1.5178 -1.1760 -0.047 0.938 -0.889
C 5.7272 -2.1859 -1.0635 1.176 -0.686 -1.351
O 4.8771 -1.6525 0.0117 -0.614 2.455 -2.226
C 4.2564 -0.3487 -0.4023 0.480 1.554 -0.343
N 5.1711 0.8411 -0.2710 -7.412 -1.138 -2.196
C 4.3839 2.0511 -0.6790 0.396 2.188 -0.105
C 5.1863 3.5143 -0.5575 -2.480 1.600 -0.947
C 4.5339 4.9656 -0.9496 -1.510 -4.519 -0.036
C 2.9980 5.0337 -1.5294 1.767 -4.800 1.142
C 2.1920 3.5902 -1.6518 1.923 2.044 0.344
C 0.6343 3.6866 -2.2469 -5.224 -0.381 -0.468
O 0.4001 4.2463 -3.4611 1.984 -2.640 6.242
O -0.4321 3.1639 -1.3549 6.248 2.689 -4.443
C 2.8558 2.1212 -1.2210 0.318 -0.028 0.274
N 2.0061 0.8950 -1.3355 5.764 -1.003 2.144
C 2.7053 -0.3708 -0.9059 0.398 3.011 -0.069
C 1.7405 -1.7362 -0.9700 1.060 1.066 -2.099
Br 0.8634 -2.1412 0.8138 1.401 0.144 -0.954
C 2.4874 -3.0476 -1.6038 -1.257 -1.373 0.712
C 1.3047 -4.2247 -1.7285 0.544 -0.195 1.631
H 7.8474 -1.5325 -0.1808 -1.395 -0.300 -2.016
H 7.1630 -0.3732 -1.5121 -0.101 -2.529 0.859
H 7.7782 -2.0620 -2.0795 -1.100 0.956 2.181
H 5.1724 -2.0759 -2.1004 1.122 -0.064 2.059
H 5.8993 -3.3581 -0.9260 -0.705 2.567 0.206
H 6.2959 3.5219 -0.1300 -2.715 -0.193 -1.050
H 5.1819 5.9334 -0.8082 -1.362 -2.216 -0.271
H 2.5458 6.0732 -1.8317 0.679 -2.567 0.595
H 0.8275 -1.4973 -1.7019 2.102 -0.179 1.806
H 3.2893 -3.5273 -0.8606 -1.585 1.501 -1.833
H 2.9108 -2.8464 -2.6761 -0.682 0.007 2.209
H 1.3079 -4.7537 -0.6586 -0.164 1.108 -2.478
H 0.2326 -3.7622 -1.8469 2.110 -0.918 -0.171
H 1.5682 -5.0569 -2.5079 -0.615 1.787 1.300
F 1.4634 -6.9061 0.3116 0.234 -0.003 0.003
C 0.2748 -7.4437 0.6164 -1.009 -0.428 0.250
C 0.2205 -8.5583 1.4461 0.069 -0.002 0.014
C -1.0172 -9.1153 1.7678 -0.100 0.353 -0.298
C -2.1872 -8.5574 1.2467 0.064 -0.023 0.013
C -2.1220 -7.4418 0.4107 0.288 -0.249 0.224
C -0.8850 -6.8784 0.0983 0.069 0.079 -0.062
H 1.1403 -8.9830 1.8347 -0.065 0.088 -0.038
H -1.0709 -9.9819 2.4220 0.047 0.167 -0.111
H -3.1521 -8.9949 1.4943 0.186 0.097 -0.031
H -3.0337 -7.0118 0.0030 0.202 -0.021 0.078
H -0.8166 -6.0058 -0.5428 0.027 -0.067 0.081
F -2.3131 -3.4463 0.8556 0.162 -0.406 0.208
C -2.9774 -2.4552 0.2464 -0.640 1.048 -0.627
C -4.3403 -2.5916 0.0060 0.028 -0.134 0.070
C -5.0334 -1.5578 -0.6236 0.437 0.176 -0.005
C -4.3529 -0.4025 -1.0162 -0.056 -0.125 0.042
C -2.9839 -0.2773 -0.7751 -0.280 -0.199 0.024
C -2.2935 -1.3064 -0.1354 -0.026 -0.002 -0.053
H -4.8504 -3.4996 0.3105 0.047 0.064 -0.005
H -6.1005 -1.6514 -0.8091 0.165 -0.047 0.043
H -4.8930 0.4017 -1.5113 0.121 -0.138 0.095
H -2.4556 0.6211 -1.0852 0.010 -0.113 0.092
H -1.2311 -1.2219 0.0678 -0.423 0.065 -0.084
F 7.0384 7.5708 -1.6894 0.141 -0.184 0.135
C 6.3741 8.5619 -2.2986 -0.578 0.854 -0.535
C 5.0113 8.4255 -2.5389 0.007 -0.031 0.047
C 4.3182 9.4593 -3.1686 0.469 0.143 0.046
C 4.9987 10.6146 -3.5612 -0.016 -0.022 0.017
C 6.3677 10.7398 -3.3201 -0.313 -0.317 0.094
C 7.0581 9.7107 -2.6804 0.055 -0.072 0.034
H 4.5012 7.5175 -2.2345 0.079 0.089 -0.064
H 3.2511 9.3657 -3.3541 0.309 0.044 0.100
H 4.4586 11.4187 -4.0563 0.087 -0.178 0.076
H 6.8960 11.6382 -3.6302 -0.068 -0.173 0.081
H 8.1205 9.7952 -2.4771 -0.094 -0.062 -0.012
F 2.0950 10.6347 -5.9144 0.377 0.191 -0.084
C 0.9064 10.0971 -5.6097 -1.142 -0.540 0.304
C 0.8521 8.9826 -4.7799 0.013 0.090 -0.027
C -0.3856 8.4256 -4.4582 -0.112 0.280 -0.191
C -1.5556 8.9835 -4.9793 0.060 0.022 -0.008
C -1.4903 10.0991 -5.8154 0.293 -0.256 0.225
C -0.2534 10.6625 -6.1278 0.096 0.052 -0.036
H 1.7720 8.5579 -4.3913 -0.176 -0.022 -0.146
H -0.4393 7.5589 -3.8041 0.070 0.078 -0.162
H -2.5204 8.5460 -4.7317 0.190 0.080 -0.041
H -2.4021 10.5290 -6.2231 0.175 -0.047 0.064
H -0.1849 11.5351 -6.7689 0.046 -0.084 0.043
F -5.3190 8.3896 -4.3864 0.037 0.171 0.174
C -5.5082 7.5826 -5.4389 -0.152 -0.726 -0.887
C -6.0519 8.1006 -6.6092 0.010 0.068 0.032
C -6.2443 7.2619 -7.7070 0.178 -0.295 0.339
C -5.9006 5.9107 -7.6183 -0.025 0.089 0.017
C -5.3601 5.3992 -6.4376 -0.134 0.383 -0.115
C -5.1575 6.2405 -5.3439 0.005 0.035 0.099
H -6.3206 9.1508 -6.6568 0.052 -0.088 0.043
H -6.6615 7.6588 -8.6291 0.065 -0.035 0.184
H -6.0550 5.2559 -8.4733 0.039 0.121 0.164
H -5.0972 4.3463 -6.3695 -0.002 0.227 0.033
H -4.7302 5.8615 -4.4214 -0.024 0.061 -0.075
F 5.8234 -0.1397 5.9177 0.370 -0.066 0.437
C 4.8881 0.0837 4.9850 -1.082 0.260 -1.098
C 5.0205 -0.4998 3.7298 0.029 0.010 0.116
C 4.0443 -0.2716 2.7600 -0.217 0.195 0.374
C 2.9510 0.5473 3.0531 0.058 -0.019 0.028
C 2.8297 1.1326 4.3144 0.273 -0.269 -0.206
C 3.8002 0.8952 5.2874 0.116 -0.035 0.101
H 5.8807 -1.1262 3.5176 -0.062 0.040 0.020
H 4.1345 -0.7295 1.7781 0.002 0.080 0.641
H 2.1921 0.7286 2.2950 0.135 -0.029 0.105
H 1.9800 1.7729 4.5389 0.166 -0.118 -0.019
H 3.7170 1.3348 6.2758 0.055 -0.039 -0.073
F -7.3766 -4.3170 -0.6426 0.227 -0.055 0.198
C -8.3119 -4.0936 -1.5754 -0.815 0.221 -0.885
C -8.1795 -4.6772 -2.8306 0.048 -0.054 0.028
C -9.1557 -4.4490 -3.8004 -0.130 0.247 0.400
C -10.2490 -3.6301 -3.5072 0.053 -0.032 0.025
C -10.3703 -3.0448 -2.2460 0.272 -0.272 -0.202
C -9.3998 -3.2822 -1.2730 0.066 0.027 0.066
H -7.3193 -5.3036 -3.0428 -0.068 0.075 0.065
H -9.0655 -4.9069 -4.7823 0.031 0.082 0.192
H -11.0079 -3.4488 -4.2654 0.147 -0.027 0.150
H -11.2200 -2.4045 -2.0215 0.177 -0.129 0.006
H -9.4830 -2.8425 -0.2846 0.044 -0.007 -0.109
F -11.4640 -4.1510 1.9069 -0.238 0.067 -0.179
C -10.4002 -4.4072 2.6798 0.959 -0.235 0.698
C -9.1776 -4.7007 2.0859 -0.081 -0.001 -0.069
C -8.0686 -4.9624 2.8903 -0.348 0.070 0.302
C -8.1973 -4.9384 4.2812 -0.009 -0.005 -0.057
C -9.4299 -4.6477 4.8679 0.137 -0.029 -0.414
C -10.5359 -4.3751 4.0633 -0.082 0.014 -0.041
H -9.0986 -4.7230 1.0039 -0.038 -0.034 0.215
H -7.1065 -5.1853 2.4357 -0.199 0.052 0.033
H -7.3331 -5.1469 4.9082 -0.166 0.048 -0.126
H -9.5286 -4.6336 5.9506 -0.012 0.024 -0.207
H -11.4993 -4.1385 4.5026 0.068 -0.028 -0.082
F 12.0225 -2.0048 5.2618 0.229 0.014 -0.155
C 10.9697 -2.1227 6.0818 -0.915 -0.091 0.688
C 9.7351 -1.6191 5.6870 0.070 -0.022 -0.019
C 8.6376 -1.7463 6.5384 0.274 -0.174 0.195
C 8.7896 -2.3665 7.7809 0.063 0.005 -0.051
C 10.0341 -2.8642 8.1702 -0.161 0.198 -0.349
C 11.1287 -2.7468 7.3141 0.084 0.010 -0.045
H 9.6379 -1.1331 4.7217 0.038 -0.059 0.084
H 7.6663 -1.3629 6.2358 0.263 -0.064 0.047
H 7.9343 -2.4614 8.4465 0.160 0.024 -0.135
H 10.1509 -3.3428 9.1395 0.017 0.068 -0.189
H 12.1012 -3.1360 7.5970 -0.067 0.063 -0.063
F -2.3136 -7.6144 4.8041 -0.220 -0.171 -0.078
C -1.3141 -6.8672 5.2914 0.881 0.659 0.384
C -1.0989 -6.8239 6.6645 -0.055 -0.062 -0.012
C -0.0552 -6.0502 7.1720 0.030 0.079 -0.481
C 0.7557 -5.3190 6.3004 -0.043 -0.056 0.058
C 0.5285 -5.3650 4.9241 -0.175 -0.190 0.313
C -0.5082 -6.1476 4.4163 -0.067 -0.048 -0.050
H -1.7442 -7.3919 7.3267 0.041 0.031 -0.097
H 0.1262 -6.0158 8.2434 -0.072 -0.018 -0.185
H 1.5669 -4.7122 6.6970 -0.159 -0.107 -0.090
H 1.1583 -4.7918 4.2481 -0.141 -0.119 0.085
H -0.6933 -6.2019 3.3486 -0.040 -0.009 0.066
```
Positions in Å, forces in eV/Å.

- charge of number 1 (C5H28N2O7S)?
  0

- What is the formula in the third record?
  C74H64BrF10N2O3

- What is the charge in the first record?
  0

- Among the records above, which one has the highest DFT total energy?
  C5H28N2O7S